12
Properties=species:S:1:pos:R:3 method="wB97M-V/def2-TZVPD" orbital_gap_ev="7.09 / 7.09" relative_energy_ev=3.0209 multiplicity=1 e_tot_ha=-2107.515183
C -0.582 -0.635 -0.712
C -0.779 0.600 -1.103
C 1.562 0.169 0.988
S 0.773 -1.301 0.134
S 1.356 1.702 -0.075
S -1.848 -1.917 -1.059
S -1.899 1.500 -2.017
S 0.927 0.377 2.673
H 2.648 0.068 1.012
H -1.666 -2.448 -2.327
H -2.136 2.371 -0.948
H 1.644 -0.485 3.434